# 1
The following is a quantum chemistry calculation of a cluster of 8 separate species, C55H64ClF7OP in total at a distorted geometry, from the Open Molecules 2025 dataset.

Atoms and positions in Å:
H 0.18355 -1.35002 -3.69182
C -11.89910 3.52491 -1.79867
O 3.55173 -5.81218 -1.47812
C 3.50715 2.53507 -8.31753
H 0.57782 -1.96124 -0.81481
C 4.44460 -0.60937 7.78343
H 6.93102 1.31570 9.04034
F -8.14317 1.46910 1.53899
H 2.19861 -1.61855 1.94846
H -0.49093 0.44603 -2.31972
F -0.23042 3.91725 -8.23105
C 4.06963 0.18069 6.70629
C 0.75895 0.65632 0.88110
H 9.47118 -3.87531 7.53510
H -7.36776 -1.71487 -3.21195
C -7.32068 1.87422 2.53045
C -6.50805 -1.51195 -2.58567
H 5.36926 -1.45575 -3.26718
C -6.81503 2.03008 4.85688
C 10.38877 -3.95900 9.47341
H 3.52323 0.75433 -2.29127
H 1.12166 0.32628 -1.58240
C 2.61999 -0.05353 -7.84089
C 4.20964 1.71575 -7.44354
H -0.13742 -1.20166 1.59925
C 2.73550 0.20317 3.00621
H 4.89340 -1.21818 -1.53243
H 3.93297 -1.54525 7.96738
C -4.32122 -0.99665 -0.99282
F -3.25409 -0.74492 -0.21827
H -9.31906 1.19671 -0.18550
H 0.90369 1.64699 1.30702
C -5.63771 2.69747 4.55072
F 4.41594 -0.36927 -6.37854
C -0.11211 -1.46291 -1.49580
F 6.82774 -2.50461 10.89686
C 1.91487 0.77344 -8.70073
H 5.02776 -3.57872 -2.45636
C -11.21865 3.95039 -0.67552
H -0.14053 0.12474 2.74737
H 2.77297 -1.93070 -1.30380
H 5.09879 2.06572 -6.93563
H 3.85487 3.54256 -8.50649
C -6.67893 -1.28220 -1.22688
C -10.28822 3.10311 -0.09021
C -2.64640 1.61007 -5.84750
H -7.67048 -1.30163 -0.79246
C -1.02183 3.15567 -7.44672
C -0.48899 2.04584 -6.82051
C -7.66704 1.61876 3.84203
H 1.08535 -3.77451 -2.08298
C 3.95957 -3.77760 -2.53354
H -1.26432 0.12906 0.26267
H 2.23636 1.13346 3.26524
C 1.74043 -0.90636 2.63430
H -0.90181 0.40523 -5.50659
C -10.73582 1.44372 -1.77085
H -4.20750 2.98841 -6.36543
H -2.73068 4.38921 -7.79420
C 6.13179 0.99580 8.38415
C -10.04409 1.85135 -0.63782
H -9.75209 3.42005 0.79442
H 2.21349 -0.88346 -2.97706
C 1.28432 -3.09015 -2.91322
C 0.10073 -2.08758 -2.89467
F 4.38500 2.13533 5.43802
C -6.15060 2.53299 2.20792
H 7.31175 -3.01025 8.40416
C 0.07823 0.05713 -1.47223
C 7.99814 -2.98260 10.42770
C 0.46288 -0.38128 1.98542
C 4.59444 -1.10240 -2.57996
H 3.31614 -0.13522 3.87449
H 3.45286 0.37457 2.20967
C -5.57766 -1.02767 -0.42264
H 1.80697 2.71205 -9.61416
C 9.34551 -3.69896 8.59513
H 1.52214 -1.47653 3.53874
C -11.67467 2.28227 -2.35534
C 9.02520 -3.23057 11.31596
H -5.10000 -1.66487 -4.19937
C -4.13113 -1.21714 -2.34305
H 0.55001 1.79251 -6.96028
C 10.22716 -3.72711 10.83266
C -2.34749 3.50997 -7.29215
H 11.03877 -3.93298 11.51822
H -5.68878 -0.85372 0.64034
C 5.47274 -0.20202 8.62343
H -4.39171 3.47368 2.98588
H 1.68872 0.33953 0.41004
C 5.76824 1.78643 7.30345
H 4.27883 0.56323 -3.92216
H 3.82108 -4.39816 -3.41313
H -7.07172 1.82802 5.88850
H -5.90470 2.71437 1.16929
F -12.80712 4.34507 -2.36669
H 8.88131 -3.03621 12.37092
C 8.13846 -3.21153 9.07341
H -1.10774 -1.67438 -1.10557
H -3.13060 -1.18173 -2.75713
C 3.61789 -4.67202 -1.37112
H -10.54357 0.46963 -2.20171
C -3.16465 2.72614 -6.48958
H -8.59354 1.10395 4.06188
C 4.39423 0.41736 -2.85195
H 5.75963 -0.81951 9.46457
C 2.35879 2.06787 -8.94249
H 6.27518 2.71963 7.09482
H 2.29508 -1.06669 -7.64226
H 11.32897 -4.34281 9.09889
H 1.25274 -3.58180 -3.88732
C -5.23470 -1.48152 -3.14121
C -0.40744 0.66925 -0.13962
H 1.01638 0.40781 -9.18136
C -5.30771 2.95093 3.22662
H 3.26773 -0.12115 6.04663
H -3.28388 1.00246 -5.21749
Cl 3.32583 -4.01734 0.28498
H -0.79267 -2.69753 -3.09312
H 5.29931 0.93127 -2.51931
H -12.22938 1.97920 -3.23397
P 2.94553 -2.12453 -2.74527
H 3.21219 -2.20256 -4.20042
C 3.75492 0.43060 -7.22019
H -0.70780 1.69672 -0.35075
H -4.97577 3.02041 5.34374
C 4.73951 1.36816 6.48149
H -11.41760 4.93317 -0.26794
C -1.30903 1.27256 -6.01096

Values from the calculation:
Total charge: -1
E_HOMO: -3.62 eV
2S+1: 1


# 2
The following is a quantum chemistry calculation of a cluster of 8 separate species, C55H67BrN11O in total at a distorted geometry, from the Open Molecules 2025 dataset.

Atoms and positions in Å:
H 4.93564 -6.35422 -2.69524
H 3.19531 0.23085 6.28173
H 2.63617 -1.17032 -1.47435
C 0.05858 6.66377 -0.18507
N -0.85641 -3.63247 3.46094
H 0.13511 4.28895 -1.14033
C 1.85528 -0.30958 0.24206
H 4.92512 2.44982 -3.78732
C 4.12280 -0.09779 4.04956
H 5.28822 0.40109 1.15836
C 1.07786 0.18318 2.89071
H -2.06846 5.78372 -0.28778
C 0.36206 -10.04936 3.86249
C 1.52400 -9.90805 3.12097
H -7.34019 9.04468 -2.00983
C 0.01528 -2.94558 4.23145
H 4.17676 1.41553 -0.72971
N -2.57985 -6.29391 0.72167
N 0.24387 2.80695 -4.01199
H -1.79386 -5.44694 3.17352
O 4.96651 -0.48442 1.55413
H 1.10006 0.57645 -0.00113
N 0.25887 -9.71935 5.16821
H -0.20403 -6.59368 -1.67099
H -2.81294 5.83694 3.52213
C 2.57506 -9.04251 5.09843
C 2.45488 3.90710 -3.51190
H -0.03502 7.83155 -0.06956
C -1.37435 -6.31853 0.11287
H 0.10585 0.30799 -2.45784
H 3.05136 -7.90787 -6.24101
C 3.02506 -7.62441 -5.19496
C -1.23994 6.11436 -1.08109
C 2.61921 3.41286 3.98511
H 4.00106 3.68870 5.61466
H 2.43576 1.52167 -1.44682
C -7.83299 6.03536 -3.46908
C 2.92102 0.16953 5.14572
C -1.19628 -6.58928 -1.23431
H -8.59851 5.41426 -3.92500
C 4.15142 -7.10976 -4.56127
H 1.19154 -1.29962 0.17634
H -2.01940 4.16239 -4.17458
H 4.14146 1.27522 -5.05040
H -2.22242 -7.07300 -3.06573
H 0.03540 6.08418 0.83600
H 2.76225 -6.68455 -1.50897
H 5.23683 0.32784 -2.63396
H 0.95626 -8.15943 -4.90387
H 3.30097 7.03899 3.02316
C 2.02405 4.03866 2.90157
H -6.94788 4.85819 2.90994
H 1.02666 6.32327 -0.77482
C -6.01018 5.28896 2.57110
C 3.13066 6.00912 3.32319
C -3.71497 5.82825 2.91721
H -4.57824 6.86652 -0.05361
H 5.07994 -6.98307 -5.11031
H -1.69400 0.77313 -4.85700
C -0.49616 -5.54184 4.89337
C -7.14165 8.05251 -2.40542
H -0.07813 -1.41416 -3.30550
H -4.47471 -7.04274 -1.98170
N 2.25896 5.32223 2.55268
H -0.72370 -6.57537 5.12852
C 3.99725 1.71771 -3.95385
C 4.07662 0.50533 -2.85070
H -0.89659 4.96856 -5.53100
N -3.59536 6.39796 1.69800
N 1.75994 -7.43571 -3.14772
H 2.39168 2.37932 4.22026
H -2.23898 0.80493 -3.03782
H -6.24145 4.60094 -3.74715
C 2.87049 -6.94032 -2.55898
H -1.67457 6.93386 -1.79939
H -9.16436 7.68129 -3.03658
C 1.35262 1.79496 -4.20192
N -5.86170 7.63532 -2.29534
C -1.09133 -4.91603 3.80983
H -0.52606 -6.10856 0.75833
H 1.85413 -0.50019 -4.53985
C 0.39837 -4.80898 5.66659
C -0.01338 5.10614 -3.34592
H 4.47054 6.06707 5.00494
C 3.51374 4.14571 4.75833
C 3.38662 0.83896 -1.40138
C 2.65036 -9.39341 3.75467
H 1.32151 3.50776 2.26526
C 0.94966 0.26288 -4.62502
H 0.88568 -5.26600 6.52292
H 0.18559 -1.91570 3.93142
C 3.81035 -0.24569 2.42935
H -4.61236 -6.52622 0.45843
C -2.32249 -6.85497 -2.00644
C -5.91893 5.87038 1.31065
C 1.39043 0.33286 4.52514
H -0.54480 -10.44308 3.41206
C -0.14932 -0.25648 -3.47637
N 2.67944 2.45897 -3.90247
H 0.52530 6.14773 -3.28800
C -1.69981 0.13150 -3.85113
H -6.77527 5.90569 0.64679
H -1.90643 6.04307 -4.22536
C -1.27114 5.05893 -4.41870
H 1.26119 -8.96819 6.80697
H 1.35517 -2.88762 5.91320
H 0.44960 0.24812 -5.68642
H -1.53083 3.91773 -1.93850
C 2.30469 -0.13819 1.80031
H 5.22699 -0.22223 4.42511
C -4.70104 6.40496 0.92219
C -8.15266 7.29644 -2.97651
H 3.43457 -8.63786 5.62069
C -3.65510 -6.55389 -0.05396
N 2.97027 -0.46632 -0.76050
C 1.86313 -7.76571 -4.45344
C -0.69315 4.76055 -1.85740
C 3.77782 5.46953 4.42327
H -0.04891 0.31900 2.57783
C -5.58186 6.40594 -2.78079
N 0.94696 3.96744 -3.62679
H 3.19467 4.75120 -3.18069
C -6.52296 5.57831 -3.37198
Br -2.71948 -1.59426 -4.12179
H -4.92632 4.81814 4.37982
H 3.57888 -9.26672 3.20562
C 1.36942 -9.22397 5.75695
C -3.57785 -6.83883 -1.40784
H 1.55029 -10.19152 2.07492
C -4.88819 5.26469 3.39270
H -4.54680 6.09308 -2.67867
H 0.53245 0.52612 5.30543
C 0.66244 -3.48516 5.33153
C 4.07613 -6.75886 -3.21750
H 3.69563 -0.47139 -3.37100

Values from the calculation:
Total charge: +1
E_HOMO: -10.22 eV
2S+1: 1


# 3
The following is a quantum chemistry calculation of a structure of composition C55H67N3O4Ru, from the Open Molecules 2025 dataset.

Atoms and positions in Å:
C -0.16057 -2.42715 -0.07875
H 3.83838 -0.63035 4.51568
C -5.54040 1.80572 1.00509
C 1.67810 0.59419 -3.32312
H 3.08469 6.43832 0.78885
H 3.51316 -0.89562 -4.78870
H 3.73341 -5.49542 -0.53430
C 0.24863 -3.08638 1.10645
C -0.75524 -0.08473 2.61496
H -1.47873 3.09672 3.23798
H 2.06981 5.62581 -1.95869
C 1.12373 5.94792 -0.02032
H 3.89738 -0.65049 -2.28744
H 0.16002 6.85825 1.71271
C 3.38021 2.40867 -3.80088
H 0.09465 -3.10551 -3.41729
C 3.14308 0.91016 -3.61570
H 3.13830 2.96878 -2.89394
C 0.84658 -4.34513 1.04817
H 2.78154 2.81228 -4.62105
H 0.56623 -7.02372 -1.93550
O -0.72822 -1.25758 -0.06715
C -2.93332 -4.77090 -1.31962
C 3.32855 1.13980 3.33914
H -4.25373 -3.06289 -1.77293
C -0.97640 -0.06327 -2.74599
C 0.84304 1.64235 2.99159
N -4.72911 -0.31032 0.15410
C 1.53773 6.41224 -1.41702
H 4.61801 0.44051 -5.14325
O -2.04096 -0.55910 2.39130
H 0.03815 4.58762 -2.21122
H -1.52132 -5.68847 -0.02882
Ru -2.85366 -0.66331 0.00769
C 0.70113 1.56675 -3.20390
H -2.97073 0.61839 -4.06939
H 2.56236 -7.93309 1.04678
H 0.86190 -4.82517 -2.27557
O -2.46131 1.52379 -0.10568
C -6.99443 -0.12088 0.97533
H -7.15087 -1.16652 0.73648
H 2.20376 7.27574 -1.33472
H 2.01766 -1.53016 -3.17169
C -7.79930 1.97768 1.86012
H -1.45142 -2.65066 -2.72049
H -8.58941 2.56503 2.31093
H -2.62512 0.44658 4.11784
H 5.06263 0.63685 -2.63079
H 3.18474 3.19073 2.60681
H -2.58374 2.10345 -2.46964
H -2.82452 -5.39331 -2.19072
C 1.77298 -6.38269 -0.22800
C -1.48136 2.36734 2.42354
H 5.23408 0.97977 2.30609
H 0.63342 -3.04752 3.17822
H -1.49891 3.16312 -3.38879
H -1.04182 -2.70902 2.79621
H 1.08707 7.99661 0.72052
H -4.15983 0.23135 -2.79632
C -1.55363 2.43382 -2.57582
H -0.02675 -7.60470 -0.37347
H 1.14301 -4.79549 1.99014
H 3.62723 -7.19263 -1.04593
N -3.39210 -3.17098 0.19107
H 1.40459 -8.34062 -1.10384
H 3.21913 0.72032 5.46992
C -1.10290 3.04571 1.12809
C 1.08082 -5.02341 -0.14397
C 0.26108 -1.03682 2.67003
H 3.83938 1.17943 1.22693
N -2.30667 -5.06100 -0.12981
C -1.13148 3.08286 -1.27908
C -3.30360 -0.13683 -3.35944
H 0.07416 4.54736 2.06365
C -1.58487 2.49381 -0.08131
C -0.01297 -2.50668 2.48404
H 0.96206 2.61525 -3.28495
C -6.56037 2.55053 1.57418
H 4.87138 0.77305 4.82437
C -8.00103 0.63379 1.55372
C 1.28429 -0.72930 -3.12879
H 2.90558 -5.91381 -2.03486
C 1.87895 0.73084 3.08684
C 1.55520 -0.61508 2.91028
H 4.14231 -0.37818 1.99692
C 0.69010 -4.35662 -1.30860
H -8.95860 0.17121 1.76774
C -2.58813 -4.05527 0.72557
C -3.04263 -0.21302 3.35868
H -3.39531 -1.13227 3.82848
H 2.94702 0.48032 -5.73946
H 4.43394 2.58316 -4.03334
H -3.87620 0.27587 2.85591
C -0.27568 4.17596 -1.25768
H 2.33498 -1.37186 2.93266
C -0.37348 -2.52252 -2.61951
C -5.72571 0.43660 0.69043
H -3.58191 -1.04156 -3.90654
C 0.08793 -3.11088 -1.30325
C 3.84498 0.45712 4.61388
H 4.52298 2.89122 3.72186
C 0.43038 7.12063 0.68756
H 1.04630 2.70320 3.05730
C 4.18777 0.70223 2.14591
C -0.02221 -1.07354 -2.83845
C 3.58140 0.18820 -4.89905
H 0.67273 6.71147 -2.01290
C -0.62863 1.26957 -2.88803
H -0.48737 7.39320 0.16145
O -2.27036 -0.45700 -2.42972
H -4.57370 2.23845 0.76836
C 0.18764 4.73980 -0.07157
H 2.90919 4.74644 0.27710
C 2.39782 5.58620 0.75440
H 2.17022 5.29594 1.78263
C 4.00547 0.42443 -2.44269
H 2.87170 3.02283 4.34154
H -6.38762 3.59699 1.80104
H 1.19635 -7.06741 1.76122
H -2.48788 1.97018 2.32398
C 0.87592 -7.39353 -0.95626
H -2.19353 -4.01644 1.72719
C 2.09700 -6.94952 1.15369
C 3.08973 -6.23950 -1.00862
C -0.25596 4.14341 1.10828
C 3.47745 2.65149 3.51153
C -0.47760 1.26570 2.72380
C -3.61265 -3.61296 -1.10232
H 2.79203 -6.30714 1.69897
H 3.71066 0.92480 -1.51727

Values from the calculation:
Total charge: -1
E_HOMO (alpha / beta): -3.46 / -4.12 eV
2S+1: 6